C58H54Cl2MoNO4P2S as an isolated structure. Source: the Open Molecules 2025 dataset; level of theory: ωB97M-V/def2-TZVPD.

XYZ file:
```
123
Properties=species:S:1:pos:R:3:forces:R:3:lowdin_spin:R:1
Mo 0.121 -1.241 -0.251 1.02 0.47 -0.89 0.741
O -0.755 2.888 -3.435 -0.08 -0.09 0.09 0.000
S -0.223 2.695 -2.053 0.20 0.10 -0.05 0.000
C 0.717 4.231 -1.740 0.19 0.07 0.09 0.000
C 0.603 5.224 -2.702 0.07 -0.15 -0.02 0.000
C 1.173 6.466 -2.471 -0.01 0.03 -0.02 0.000
C 1.840 6.711 -1.280 0.02 0.07 0.02 0.000
C 1.992 5.698 -0.347 -0.01 -0.10 0.03 0.000
C 1.466 4.427 -0.573 -0.23 0.04 -0.23 0.000
P 1.759 2.970 0.505 0.09 -0.14 -0.07 0.001
C 3.530 2.652 0.106 -0.05 0.02 -0.03 0.000
C 4.341 3.475 -0.672 0.00 0.00 -0.05 0.000
C 5.661 3.127 -0.933 -0.02 0.01 -0.01 0.000
C 6.190 1.952 -0.420 -0.01 -0.02 0.02 0.000
C 5.389 1.121 0.352 0.03 -0.01 -0.01 0.000
C 4.071 1.467 0.604 -0.01 -0.01 -0.05 0.004
C 1.881 3.790 2.139 0.01 0.03 -0.01 0.000
C 0.672 4.029 2.793 -0.02 0.03 0.01 0.000
C 0.647 4.641 4.036 0.00 0.01 0.01 0.000
C 1.837 5.005 4.653 0.00 -0.01 0.00 0.000
C 3.045 4.758 4.017 0.00 0.00 0.00 0.000
C 3.068 4.157 2.765 0.01 -0.03 0.01 0.000
C -1.548 3.132 -0.898 -0.08 -0.13 0.15 0.000
C -2.068 4.421 -0.979 -0.01 -0.04 0.02 0.000
C -3.094 4.823 -0.149 -0.01 0.04 0.01 0.000
C -3.604 3.922 0.774 -0.03 0.04 0.01 0.000
C -3.115 2.632 0.827 0.06 -0.07 0.03 -0.001
C -2.081 2.191 -0.010 -0.01 0.01 0.01 -0.001
P -1.803 0.331 -0.102 -0.22 0.04 -0.04 0.038
C -3.176 0.126 -1.304 0.04 -0.02 -0.03 0.009
C -2.801 0.154 -2.644 0.00 -0.07 0.01 0.000
C -3.760 0.157 -3.645 -0.01 -0.03 -0.01 0.000
C -5.106 0.108 -3.316 0.01 -0.02 -0.02 -0.001
C -5.489 0.075 -1.982 0.00 0.00 0.01 0.001
C -4.530 0.101 -0.981 -0.01 0.05 -0.01 0.001
C -2.455 -0.165 1.535 0.02 -0.10 -0.03 0.000
C -1.868 0.390 2.674 0.02 -0.02 0.00 0.000
C -2.227 -0.047 3.937 -0.01 0.01 0.00 0.000
C -3.178 -1.050 4.082 -0.01 -0.01 -0.01 0.000
C -3.733 -1.637 2.956 0.00 0.00 0.01 0.000
C -3.358 -1.213 1.688 -0.04 0.06 -0.03 0.000
H 0.054 5.002 -3.609 -0.02 0.00 0.02 0.000
H 1.080 7.248 -3.214 0.00 0.00 -0.01 0.000
H 2.261 7.690 -1.085 0.01 0.00 0.00 0.000
H 2.545 5.884 0.567 -0.01 0.00 0.00 0.000
H 3.950 4.391 -1.094 0.01 -0.01 0.00 0.000
H 6.273 3.778 -1.545 0.00 0.00 0.00 0.000
H 7.217 1.680 -0.628 0.00 0.00 0.00 0.000
H 5.778 0.190 0.748 0.00 0.01 0.00 0.000
H 3.452 0.796 1.178 -0.13 -0.15 0.11 0.004
H -0.257 3.731 2.318 -0.05 -0.02 -0.02 0.000
H -0.300 4.822 4.529 0.00 0.00 0.00 0.000
H 1.823 5.470 5.630 0.00 0.00 0.00 0.000
H 3.977 5.030 4.498 0.00 0.00 0.00 0.000
H 4.016 3.961 2.279 0.00 0.00 -0.01 0.000
H -1.658 5.111 -1.702 -0.01 0.03 -0.01 0.000
H -3.489 5.828 -0.218 0.00 0.01 0.00 0.000
H -4.404 4.216 1.442 -0.01 0.00 0.01 0.000
H -3.564 1.941 1.528 0.01 0.02 -0.03 0.000
H -1.750 0.174 -2.904 0.02 0.00 0.01 -0.001
H -3.449 0.188 -4.681 0.00 0.00 -0.01 0.000
H -5.857 0.095 -4.096 0.00 0.00 0.00 0.000
H -6.538 0.040 -1.717 -0.01 0.00 0.00 0.000
H -4.848 0.116 0.054 0.01 0.00 0.01 0.000
H -1.108 1.154 2.567 0.05 0.04 -0.01 0.000
H -1.755 0.388 4.809 0.00 0.01 0.00 0.000
H -3.462 -1.392 5.069 0.00 0.00 0.01 0.000
H -4.440 -2.450 3.059 0.00 0.00 0.00 0.000
H -3.752 -1.717 0.814 -0.01 0.00 0.00 0.000
Cl 5.749 -3.368 4.246 0.01 0.00 0.01 -0.009
C 4.528 -3.129 3.008 0.00 -0.01 0.00 0.002
C 4.458 -4.031 1.954 0.00 0.01 0.01 0.134
C 3.481 -3.831 0.987 0.00 0.01 0.00 0.023
Cl 3.369 -4.969 -0.327 0.00 0.00 -0.01 -0.006
C 2.560 -2.769 1.009 0.04 0.05 -0.03 0.073
O 1.650 -2.680 0.094 -0.05 0.00 0.06 0.093
C 2.686 -1.833 2.107 0.00 0.01 -0.03 0.021
C 1.848 -0.713 2.230 0.13 0.08 -0.14 0.332
O 0.990 -0.278 1.329 -0.29 0.00 0.21 0.197
C 3.674 -2.060 3.099 0.01 -0.01 -0.01 0.111
H 5.134 -4.870 1.886 0.01 -0.01 0.00 0.010
H 1.940 -0.099 3.129 0.02 0.01 0.00 0.017
H 3.756 -1.367 3.927 0.00 0.01 0.01 0.005
C -2.387 -4.738 2.091 -0.01 0.01 -0.04 0.004
C -0.911 -4.471 1.748 -0.01 -0.03 0.04 0.005
C -0.494 -3.097 2.259 0.12 0.04 -0.04 0.003
C -0.733 -4.842 0.278 0.03 0.04 -0.05 0.043
C -0.517 -6.196 0.060 0.00 -0.03 0.01 -0.003
C -0.693 -6.798 -1.174 0.02 -0.04 0.01 0.052
C -1.224 -6.023 -2.193 0.02 0.00 -0.05 -0.003
C -1.434 -4.660 -2.053 0.09 0.07 0.11 0.040
C -2.269 -3.984 -3.129 0.01 0.02 0.01 0.006
C -1.588 -2.891 -3.946 0.00 -0.04 -0.03 0.002
C -3.580 -3.477 -2.522 0.00 -0.01 -0.01 0.005
C -1.017 -3.997 -0.844 0.09 -0.05 -0.18 0.011
N -0.907 -2.645 -0.810 -0.52 -0.22 0.34 0.117
H -2.583 -4.565 3.153 -0.01 0.01 0.01 0.001
H -2.660 -5.764 1.843 0.00 -0.01 0.00 0.000
H -3.033 -4.076 1.510 0.00 0.01 -0.01 0.000
H -0.316 -5.202 2.307 -0.05 -0.01 0.01 0.000
H -0.701 -2.327 1.518 -0.28 -0.09 0.34 0.000
H 0.563 -3.060 2.503 -0.03 0.00 -0.03 0.003
H -1.061 -2.824 3.152 0.04 -0.03 0.03 0.000
H -0.230 -6.806 0.912 0.01 0.00 0.00 -0.001
H -0.493 -7.851 -1.316 0.00 -0.02 0.00 0.004
H -1.507 -6.490 -3.131 0.00 0.00 0.00 -0.002
H -2.526 -4.784 -3.833 -0.04 0.02 0.02 0.000
H -1.251 -2.085 -3.302 0.04 0.09 0.07 -0.001
H -2.290 -2.479 -4.677 -0.01 0.00 -0.03 0.000
H -0.727 -3.288 -4.487 0.03 0.00 0.01 0.000
H -3.378 -2.691 -1.796 0.02 0.08 0.07 0.002
H -4.104 -4.289 -2.011 0.00 0.00 -0.01 0.000
H -4.237 -3.067 -3.291 -0.03 0.03 -0.04 0.000
C 2.719 0.506 -3.160 0.04 0.04 0.13 -0.001
O 1.861 0.324 -2.034 0.10 0.30 0.12 -0.017
C 1.128 -0.794 -1.902 -0.19 -0.28 0.13 -0.055
C 1.445 -1.877 -2.889 -0.08 -0.05 -0.04 -0.010
H 2.160 0.430 -4.094 0.02 0.01 0.00 0.000
H 3.542 -0.211 -3.157 -0.02 0.01 -0.02 0.000
H 3.121 1.513 -3.065 0.01 0.02 0.05 0.000
H 1.299 -1.583 -3.932 -0.01 0.00 -0.01 -0.003
H 0.862 -2.763 -2.669 -0.02 -0.02 -0.02 0.000
H 2.500 -2.141 -2.748 -0.03 -0.01 -0.01 -0.002
```
Positions in Å, forces in eV/Å.

Summary:
2S+1: 3
Energy above the lowest of the compared OMol25 structures with the same formula, charge and spin: 15.0 kcal/mol
Gap between HOMO and LUMO (alpha / beta): 4.65 / 6.03 eV
Total charge: -1
Expectation value of S²: 2.066
Highest occupied orbital energy (alpha / beta): -2.552 / -3.934 eV